[1]
Entry from the OMol25 dataset: C6H19N5O3Rb as an isolated structure in a non-equilibrium geometry (ωB97M-V with the def2-TZVPD basis set).

DFT total energy	-20774.763	eV
energy above the lowest of the compared OMol25 structures with the same formula, charge and spin	171.1	kJ/mol
Kohn-Sham gap	9.5283	eV
lowest unoccupied orbital energy	-2.62	eV

The geometry in ORCA input format:
```
! RIJCOSX wB97M-V def2-TZVPD def2/J DEFGRID3
* xyz 1 1
Rb -0.382 -1.818 -2.150
C 1.054 2.034 -0.623
C -0.040 1.285 0.173
C -1.010 2.263 1.027
O -0.241 2.979 1.979
C -1.116 3.553 2.950
N -0.957 0.737 -0.826
H 0.553 2.620 -1.393
H 1.628 1.321 -1.215
H 1.749 2.511 0.070
H 0.324 0.585 0.925
H -1.761 1.698 1.579
H -1.506 3.028 0.431
H -0.329 4.038 3.527
H -1.622 2.925 3.683
H -1.719 4.358 2.531
H -1.062 1.562 -1.398
H -1.847 0.617 -0.362
C 3.338 -2.383 -3.040
O 2.433 -1.606 -2.694
N 4.567 -2.215 -2.663
N 3.070 -3.326 -3.885
H 5.188 -3.010 -2.710
H 4.956 -1.465 -2.109
H 2.111 -3.428 -4.185
H 3.814 -3.874 -4.292
C -2.432 -2.015 1.362
O -2.011 -2.253 0.244
N -3.301 -1.060 1.467
N -2.155 -2.577 2.559
H -3.461 -0.707 0.535
H -3.758 -0.911 2.356
H -1.654 -3.427 2.777
H -2.418 -2.038 3.372
*
```

[2]
Entry from the OMol25 dataset: C6H20B2BeCl12 as an isolated structure in a non-equilibrium geometry (ωB97M-V with the def2-TZVPD basis set).

DFT total energy	-158563.519	eV
energy above the lowest of the compared OMol25 structures with the same formula, charge and spin	0.0	kJ/mol
Kohn-Sham gap	7.1340	eV
lowest unoccupied orbital energy	-3.66	eV

The geometry in ORCA input format:
```
! RIJCOSX wB97M-V def2-TZVPD def2/J DEFGRID3
* xyz 0 1
Be 1.445 -0.684 2.127
B -0.032 0.194 0.429
H 0.038 -0.935 0.263
H 1.033 0.676 0.375
H -0.769 0.766 -0.248
H -0.378 0.378 1.551
B 3.427 0.568 2.535
H 2.474 1.167 2.188
H 3.598 -0.336 1.803
H 4.381 1.209 2.635
H 3.190 0.060 3.577
C -0.550 -4.976 1.166
Cl 1.070 -5.699 1.020
Cl -0.625 -3.412 0.313
H -1.309 -5.670 0.816
H -0.806 -4.805 2.208
C -2.139 2.287 1.755
Cl -3.836 2.694 2.024
Cl -1.048 3.536 2.344
H -1.969 1.380 2.322
H -2.035 2.169 0.684
C 1.539 3.154 -2.187
Cl 0.930 2.525 -3.749
Cl 2.379 4.667 -2.468
H 0.661 3.283 -1.559
H 2.165 2.437 -1.666
C 2.947 -0.701 -1.822
Cl 4.124 0.593 -1.982
Cl 3.295 -1.692 -0.399
H 1.952 -0.267 -1.752
H 2.962 -1.386 -2.664
C -1.500 0.287 -3.043
Cl -2.059 0.625 -4.708
Cl -2.530 -0.960 -2.272
H -0.487 -0.095 -3.079
H -1.545 1.215 -2.485
C -3.811 -0.891 0.706
Cl -4.197 -0.800 2.469
Cl -5.398 -0.679 -0.116
H -3.180 -0.037 0.492
H -3.406 -1.847 0.398
*
```

[3]
Entry from the OMol25 dataset: C6H20BNNbO10S2 as an isolated structure in a non-equilibrium geometry (ωB97M-V with the def2-TZVPD basis set).

DFT total energy	-52401.804	eV
Kohn-Sham gap	6.6648	eV
lowest unoccupied orbital energy	2.35	eV

The geometry in ORCA input format:
```
! RIJCOSX wB97M-V def2-TZVPD def2/J DEFGRID3
* xyz -1 1
C -1.818 -0.331 0.406
O -1.141 -1.470 0.815
C -0.193 -1.928 -0.179
Nb 1.745 -0.715 -0.265
B 0.859 0.308 -2.183
N 0.234 1.656 -2.193
O 0.899 -0.445 -3.387
H -2.752 -0.309 0.973
H -2.047 -0.310 -0.664
H -1.297 0.599 0.643
H 0.062 -2.975 0.011
H -0.729 -1.918 -1.148
H 1.002 0.516 0.860
H 2.528 -1.603 1.146
H 2.599 -1.893 -1.362
H 3.189 0.428 -0.392
H -0.717 1.521 -2.537
H 0.111 1.886 -1.219
H 1.199 -1.308 -3.164
C 4.441 3.255 -2.021
C 5.111 4.301 -1.149
O 5.839 3.549 -0.176
S 6.351 2.167 -0.841
O 7.708 2.331 -1.256
O 5.922 1.094 -0.015
O 5.415 2.216 -2.152
H 3.553 2.837 -1.540
H 4.177 3.641 -3.002
H 4.395 4.953 -0.656
H 5.821 4.903 -1.723
C -4.817 -2.867 3.202
C -5.033 -2.774 1.705
O -6.452 -2.620 1.553
S -7.035 -1.791 2.806
O -7.168 -0.420 2.433
O -8.118 -2.529 3.369
O -5.746 -1.931 3.765
H -5.060 -3.863 3.578
H -3.801 -2.606 3.489
H -4.693 -3.661 1.180
H -4.541 -1.893 1.289
*
```

[4]
Entry from the OMol25 dataset: a 5-piece molecular cluster, C6H20BrF2N2O7S2 overall in a non-equilibrium geometry (ωB97M-V with the def2-TZVPD basis set).

DFT total energy	-121007.886	eV
Kohn-Sham gap	7.4697	eV
lowest unoccupied orbital energy	2.51	eV

The geometry in ORCA input format:
```
! RIJCOSX wB97M-V def2-TZVPD def2/J DEFGRID3
* xyz -1 1
O -0.490 0.172 0.475
H -1.292 0.771 0.333
H 0.283 0.741 0.698
H -0.390 -0.425 -0.350
Br -3.267 1.788 0.560
N -0.433 -1.489 -1.578
S -1.199 -1.716 -3.067
O -1.099 -3.012 -3.695
O -1.168 -0.575 -3.911
F -2.701 -1.698 -2.515
S 1.017 -1.957 -1.996
O 1.635 -1.370 -3.154
O 1.397 -3.297 -1.603
F 1.745 -1.149 -0.795
C -1.659 -4.839 -0.296
C -1.490 -3.706 0.737
O -2.149 -2.516 0.373
H -1.086 -4.593 -1.192
H -2.689 -4.953 -0.633
H -1.304 -5.777 0.134
H -0.451 -3.467 1.003
H -1.855 -4.132 1.679
H -1.582 -2.184 -0.356
C 2.060 3.270 2.984
C 1.223 2.409 2.043
C 1.127 3.169 0.684
O 0.239 2.626 -0.234
C -0.116 3.530 -1.242
N 1.825 1.075 1.882
H 1.609 4.269 3.029
H 3.104 3.439 2.727
H 1.916 2.883 3.994
H 0.212 2.319 2.442
H 2.145 3.194 0.259
H 0.917 4.207 0.966
H -0.412 4.518 -0.876
H -0.910 3.141 -1.875
H 0.724 3.733 -1.922
H 1.785 0.531 2.734
H 2.781 1.066 1.557
*
```

[5]
Entry from the OMol25 dataset: a 4-piece molecular cluster, C6H20NO3 overall (ωB97M-V with the def2-TZVPD basis set).

DFT total energy	-14173.663	eV
energy above the lowest of the compared OMol25 structures with the same formula, charge and spin	0.0	kJ/mol
Kohn-Sham gap	9.7612	eV
lowest unoccupied orbital energy	-2.61	eV

The geometry in ORCA input format:
```
! RIJCOSX wB97M-V def2-TZVPD def2/J DEFGRID3
* xyz 1 1
C 1.951 0.413 -0.867
C 1.840 0.307 0.641
C 0.422 0.414 1.211
C -0.457 1.402 0.481
C -0.738 2.612 0.940
C -1.590 3.605 0.207
N 2.395 -1.048 1.046
H 1.599 1.394 -1.184
H 2.981 0.312 -1.214
H 1.355 -0.350 -1.381
H 2.507 1.029 1.110
H 0.467 0.702 2.261
H -0.065 -0.563 1.176
H -0.869 1.055 -0.462
H -0.350 2.943 1.894
H -2.241 4.146 0.888
H -2.243 3.137 -0.536
H -0.973 4.341 -0.315
H 1.813 -1.823 0.631
H 2.375 -1.151 2.059
H 3.354 -1.166 0.725
H -2.310 -2.745 0.491
H -2.133 -2.004 -0.849
O -1.683 -2.204 -0.002
H -3.696 -1.281 -2.613
H -2.583 -2.090 -3.310
O -2.951 -1.868 -2.446
H 0.967 -3.891 -0.189
H -0.053 -2.699 -0.206
O 0.908 -2.929 -0.186
*
```

[6]
Entry from the OMol25 dataset: a 4-piece molecular cluster, C6H20NO4 overall in a non-equilibrium geometry (ωB97M-V with the def2-TZVPD basis set).

DFT total energy	-16220.713	eV
energy above the lowest of the compared OMol25 structures with the same formula, charge and spin	19.2	kJ/mol
Kohn-Sham gap	9.6837	eV
lowest unoccupied orbital energy	-2.55	eV

The geometry in ORCA input format:
```
! RIJCOSX wB97M-V def2-TZVPD def2/J DEFGRID3
* xyz 1 1
C 0.987 -0.764 1.209
O 0.610 -0.875 2.577
C 0.365 0.516 0.634
C 1.047 1.040 -0.637
C 0.569 0.251 -1.828
C -0.394 0.692 -2.634
C -0.917 -0.080 -3.798
N 0.462 1.545 1.726
H 0.675 -1.646 0.657
H 2.078 -0.718 1.182
H -0.140 -1.499 2.676
H -0.692 0.351 0.439
H 0.827 2.099 -0.776
H 2.124 0.911 -0.522
H 1.026 -0.711 -2.024
H -0.818 1.677 -2.452
H -1.043 0.554 -4.677
H -0.257 -0.903 -4.069
H -1.906 -0.487 -3.574
H -0.244 2.279 1.571
H 1.386 1.965 1.796
H 0.262 1.068 2.612
H -1.752 -3.195 2.198
H -1.726 -2.849 3.719
O -1.606 -2.460 2.845
H -1.902 3.916 2.458
H -1.965 3.937 0.931
O -1.597 3.444 1.672
H 2.199 -3.492 -0.945
H 0.983 -3.532 -1.845
O 1.360 -3.037 -1.118
*
```

[7]
Entry from the OMol25 dataset: a 2-piece molecular cluster, C6H20Si3 overall in a non-equilibrium geometry (ωB97M-V with the def2-TZVPD basis set).

DFT total energy	-30176.210	eV
energy above the lowest of the compared OMol25 structures with the same formula, charge and spin	185.5	kJ/mol
Kohn-Sham gap	6.6170	eV
lowest unoccupied orbital energy	-1.38	eV

The geometry in ORCA input format:
```
! RIJCOSX wB97M-V def2-TZVPD def2/J DEFGRID3
* xyz 0 1
C -1.266 -1.073 3.018
C -1.807 1.753 3.376
C 0.936 1.115 2.723
C -0.143 -1.817 -1.961
C 0.534 -0.881 -4.886
C 2.341 -0.084 -2.387
Si -0.525 0.558 3.793
Si -0.664 1.441 -1.896
Si 0.488 -0.252 -3.004
H -1.231 -1.204 1.908
H -0.636 -1.868 3.378
H -2.223 -1.005 3.537
H -2.042 2.486 4.149
H -1.433 2.444 2.573
H -2.848 1.416 3.293
H 0.952 2.178 3.005
H 1.921 0.792 3.109
H 0.866 1.031 1.646
H 0.413 -2.725 -2.244
H 0.014 -1.368 -0.976
H -1.219 -1.942 -2.240
H 1.289 -0.355 -5.505
H 0.942 -1.933 -4.957
H -0.387 -0.858 -5.356
H 2.885 -1.053 -2.625
H 2.792 0.763 -2.812
H 2.281 0.069 -1.261
H -0.343 0.248 5.222
H -1.889 2.124 -2.621
*
```

[8]
Entry from the OMol25 dataset: a 4-piece molecular cluster, C6H21N2O3 overall in a non-equilibrium geometry (ωB97M-V with the def2-TZVPD basis set).

DFT total energy	-15676.403	eV
energy above the lowest of the compared OMol25 structures with the same formula, charge and spin	350.3	kJ/mol
Kohn-Sham gap	8.4211	eV
lowest unoccupied orbital energy	-2.72	eV

The geometry in ORCA input format:
```
! RIJCOSX wB97M-V def2-TZVPD def2/J DEFGRID3
* xyz 1 1
C 1.139 2.456 1.223
C -0.103 1.714 0.663
C 0.129 0.149 0.664
C -1.208 -0.553 0.249
C -2.071 -0.960 1.202
N -3.225 -1.569 0.849
C -1.272 -0.916 -1.179
N -0.378 2.200 -0.807
H 1.417 3.362 0.536
H 2.038 1.778 1.237
H 1.133 2.897 2.149
H -0.993 2.126 1.221
H 0.868 -0.303 -0.180
H 0.491 -0.224 1.659
H -2.053 -0.683 2.235
H -4.177 -1.255 0.949
H -3.168 -2.194 0.031
H -0.544 -1.740 -1.490
H -2.352 -1.170 -1.491
H -0.937 -0.130 -2.002
H 0.450 1.828 -1.370
H -0.514 3.127 -1.068
H -1.135 1.531 -1.324
H 0.195 -2.942 1.840
H 1.553 -2.978 2.459
O 1.047 -2.711 1.721
H 3.812 0.537 -1.884
H 3.702 -0.421 -0.590
O 3.296 -0.168 -1.493
H 1.706 0.612 -2.859
H 1.137 -0.294 -1.700
O 1.021 0.474 -2.175
*
```

[9]
Entry from the OMol25 dataset: a 6-piece molecular cluster, C6H21N3O9 overall in a non-equilibrium geometry (ωB97M-V with the def2-TZVPD basis set).

DFT total energy	-29449.951	eV
energy above the lowest of the compared OMol25 structures with the same formula, charge and spin	19.8	kJ/mol
Kohn-Sham gap	10.3431	eV
SMILES string	C[N+](=O)[O-].C[N+](=O)[O-].C[N+](=O)[O-].CO.CO.CO
lowest unoccupied orbital energy	0.07	eV

The geometry in ORCA input format:
```
! RIJCOSX wB97M-V def2-TZVPD def2/J DEFGRID3
* xyz 0 1
C 0.456 -0.866 -2.449
O -0.189 -0.128 -1.439
H 0.545 -0.178 -3.303
H 1.481 -1.064 -2.055
H 0.045 -1.834 -2.715
H 0.271 -0.331 -0.562
C 0.011 3.063 -3.268
O 0.077 2.814 -1.824
H 0.310 4.054 -3.585
H 0.731 2.369 -3.794
H -0.945 2.986 -3.724
H -0.070 1.844 -1.746
C -1.848 0.635 1.361
O -0.381 0.555 1.538
H -2.298 1.156 2.206
H -2.034 1.211 0.435
H -2.272 -0.367 1.154
H 0.053 1.389 1.261
C -1.465 -4.546 -0.282
N -2.253 -4.046 0.993
O -3.014 -4.812 1.535
O -2.120 -2.853 1.298
H -1.020 -5.487 0.031
H -0.576 -3.886 -0.494
H -2.229 -4.554 -1.038
C 1.607 -2.107 2.425
N 1.440 -2.831 1.172
O 0.906 -3.952 1.274
O 1.755 -2.384 0.122
H 1.116 -1.145 2.202
H 2.666 -2.010 2.472
H 1.201 -2.759 3.219
C 1.400 4.752 0.662
N 0.818 3.755 1.600
O 1.483 2.716 1.739
O -0.120 4.059 2.271
H 2.102 5.296 1.214
H 0.524 5.343 0.196
H 1.834 4.145 -0.102
*
```

[10]
Entry from the OMol25 dataset: a 4-piece molecular cluster, C6H21NO3 overall in a non-equilibrium geometry (ωB97M-V with the def2-TZVPD basis set).

DFT total energy	-14193.710	eV
energy above the lowest of the compared OMol25 structures with the same formula, charge and spin	149.7	kJ/mol
Kohn-Sham gap	9.0584	eV
SMILES string	CCN(C)C(C)C.O.O.O
lowest unoccupied orbital energy	0.41	eV

The geometry in ORCA input format:
```
! RIJCOSX wB97M-V def2-TZVPD def2/J DEFGRID3
* xyz 0 1
C 0.537 2.712 -0.344
C -0.428 1.928 -1.230
N -0.481 0.483 -0.886
C -0.822 0.174 0.493
C 1.809 -0.542 -0.554
C 0.584 -0.367 -1.476
C -0.093 -1.805 -1.594
H 0.269 3.738 -0.054
H 0.621 2.152 0.592
H 1.626 2.698 -0.591
H -1.429 2.408 -1.182
H -0.053 1.967 -2.308
H -0.245 -0.637 0.997
H -0.648 0.987 1.230
H -1.876 -0.147 0.480
H 1.651 -0.609 0.506
H 2.388 -1.396 -0.912
H 2.599 0.251 -0.616
H 0.905 0.168 -2.388
H -0.465 -2.259 -0.683
H -0.888 -1.632 -2.296
H 0.721 -2.423 -1.950
H -3.218 -0.033 -1.738
H -3.034 -1.370 -1.190
O -3.615 -0.912 -1.815
H 0.196 -2.588 2.713
H 1.242 -1.676 3.462
O 1.057 -2.565 3.130
H 0.096 0.688 4.139
H 0.353 0.359 2.576
O 0.640 0.247 3.489
*
```

[11]
Entry from the OMol25 dataset: a 4-piece molecular cluster, C6H21NO3 overall in a non-equilibrium geometry (ωB97M-V with the def2-TZVPD basis set).

DFT total energy	-14193.820	eV
energy above the lowest of the compared OMol25 structures with the same formula, charge and spin	139.0	kJ/mol
Kohn-Sham gap	8.6897	eV
SMILES string	CCN[C@@H](C)CC.O.O.O
lowest unoccupied orbital energy	0.15	eV

The geometry in ORCA input format:
```
! RIJCOSX wB97M-V def2-TZVPD def2/J DEFGRID3
* xyz 0 1
C 1.422 -1.442 -1.826
C 1.790 -1.132 -0.326
N 0.620 -0.782 0.549
C -0.219 2.946 0.918
C 0.668 1.673 0.620
C -0.191 0.378 0.324
C -1.479 0.327 1.112
H 2.197 -0.771 -2.396
H 0.439 -1.370 -2.254
H 1.592 -2.499 -2.188
H 2.615 -0.483 -0.142
H 2.108 -2.062 0.161
H 0.115 -1.657 0.547
H -0.634 3.426 0.037
H -1.133 2.899 1.498
H 0.360 3.626 1.547
H 1.475 1.478 1.360
H 1.261 1.987 -0.261
H -0.482 0.445 -0.733
H -1.305 0.032 2.139
H -2.020 1.269 1.059
H -2.179 -0.398 0.721
H -2.542 -1.882 -1.368
H -2.074 -3.273 -1.119
O -2.241 -2.445 -0.646
H 1.645 -1.029 2.688
H 0.692 -0.266 3.661
O 1.550 -0.702 3.591
H -1.620 0.026 -3.637
H -1.431 1.154 -2.528
O -0.998 0.527 -3.108
*
```

[12]
Entry from the OMol25 dataset: a 8-piece molecular cluster, C6H22BF4O11S overall in a non-equilibrium geometry (ωB97M-V with the def2-TZVPD basis set).

DFT total energy	-51491.273	eV
Kohn-Sham gap	9.4284	eV
lowest unoccupied orbital energy	2.51	eV

The geometry in ORCA input format:
```
! RIJCOSX wB97M-V def2-TZVPD def2/J DEFGRID3
* xyz -1 1
B 38.359 -22.953 0.886
F 39.079 -22.532 -0.195
F 37.631 -24.120 0.552
F 39.194 -23.272 1.980
F 37.448 -21.953 1.303
O 41.203 -23.428 7.107
S 41.678 -23.047 5.795
O 42.855 -22.192 5.738
O 41.959 -24.429 4.983
C 42.477 -24.346 3.639
C 43.994 -24.533 3.660
C 40.380 -22.236 4.775
H 42.280 -23.381 3.163
H 41.794 -25.021 3.123
H 44.556 -24.119 2.829
H 44.338 -25.525 3.957
H 44.281 -23.968 4.553
H 40.934 -21.700 4.014
H 39.838 -21.542 5.418
H 39.630 -22.964 4.479
O 41.042 -24.499 0.057
H 40.170 -24.407 0.481
H 41.525 -23.724 0.356
O 37.575 -19.517 0.094
H 37.106 -20.213 0.585
H 37.935 -18.941 0.776
O 39.749 -19.814 -1.251
H 40.210 -19.628 -0.429
H 40.236 -20.560 -1.646
O 40.698 -22.172 -2.524
H 40.507 -22.878 -1.884
H 41.646 -22.228 -2.680
O 37.109 -21.559 -1.821
H 37.282 -22.252 -1.166
H 36.826 -22.037 -2.607
C 33.752 -23.985 2.406
C 34.333 -24.483 1.059
O 34.234 -25.914 1.140
C 33.953 -26.261 2.406
O 33.856 -27.379 2.826
O 33.675 -25.194 3.154
H 32.729 -23.651 2.248
H 34.477 -23.275 2.790
H 35.407 -24.297 1.011
H 33.884 -24.107 0.143
*
```